[1]
Molecular formula: C2N2S
Method: DFT, the ωB97M-V functional and the def2-TZVPD basis

```
5
Properties=species:S:1:pos:R:3:forces:R:3:nbo_charge:R:1
C -1.216 -0.067 0.058 -0.328 0.517 -0.416 0.0160
C 1.225 0.190 0.069 -2.486 2.556 -0.353 0.0674
N -1.962 -0.929 -0.047 -0.419 -0.503 0.222 -0.2389
N 2.139 -0.469 -0.053 1.649 -1.196 0.069 -0.2603
S -0.186 1.274 -0.028 1.585 -1.373 0.478 0.4158
```
Positions in Å, forces in eV/Å.

As for the total charge: 0. For the HOMO-LUMO gap, the calculation gives 10.8349 eV. The SMILES is N#CSC#N. The calculation puts the lowest unoccupied orbital energy at -0.3 eV. The energy above the lowest of the compared OMol25 structures with the same formula, charge and spin comes out at 0.446 eV.

***

[2]
Molecular formula: C4H9NO3
Method: DFT, the ωB97M-V functional and the def2-TZVPD basis

```
17
Properties=species:S:1:pos:R:3:forces:R:3:nbo_charge:R:1
O 1.299 -1.831 0.469 -0.662 -0.090 0.805 -0.5866
C 0.798 -0.886 -0.091 2.050 0.180 -1.334 0.5155
N 1.383 -0.454 -1.279 -1.472 0.542 1.008 -0.6370
C 0.906 0.637 -2.132 3.496 0.440 -0.349 -0.2261
C 0.055 1.717 -1.442 1.762 -2.558 0.926 -0.5360
C -1.363 1.275 -1.463 -2.210 2.221 0.460 0.3975
O -2.268 2.082 -1.539 0.313 -0.122 -0.211 -0.5058
H 0.003 -0.234 0.310 -0.202 -0.534 -0.147 0.1176
H 2.347 -0.716 -1.401 -0.147 -0.442 0.002 0.4057
H 0.679 0.199 -3.100 -1.425 0.227 -0.058 0.2099
H 1.876 1.128 -2.441 -0.867 -0.007 0.419 0.1991
H 0.382 2.681 -1.768 -0.964 0.726 -0.775 0.2575
H 0.472 1.720 -0.397 -0.764 -0.120 -0.610 0.2451
H -1.733 0.247 -1.330 1.096 -0.469 -0.131 0.1434
H -1.074 -3.089 5.663 -0.303 0.392 0.233 0.4740
H -1.940 -1.994 6.377 0.212 0.005 0.408 0.4706
O -1.822 -2.481 5.566 0.088 -0.392 -0.646 -0.9445
```
Positions in Å, forces in eV/Å.

As for the total charge: 0. For the HOMO-LUMO gap, the calculation gives 10.4178 eV. The SMILES is O=CCCNC=O.O. The calculation puts the lowest unoccupied orbital energy at 0.6 eV. The energy above the lowest of the compared OMol25 structures with the same formula, charge and spin comes out at 2.449 eV.

***

[3]
Molecular formula: C23H26ClINO3PtS
Method: DFT, the ωB97M-V functional and the def2-TZVPD basis

```
57
Properties=species:S:1:pos:R:3:forces:R:3:nbo_charge:R:1
Pt -2.782 -0.231 -0.265 -0.304 0.323 -0.466 0.6707
I -2.393 -2.267 2.419 -0.099 0.078 0.160 -0.0365
C -3.126 -0.336 1.681 0.032 -0.221 0.012 -0.6990
H -2.637 0.407 2.306 0.000 0.003 -0.003 0.1903
H -4.186 -0.406 1.917 0.010 -0.005 0.018 0.1935
O 0.515 -1.477 -0.132 0.087 -0.096 -0.044 -0.9710
S 1.485 -2.389 0.520 -0.114 0.097 0.122 1.2726
C 1.460 -2.026 2.319 0.058 0.043 -0.105 -0.6381
C 1.550 -0.575 2.675 0.000 0.009 -0.043 -0.0742
C 0.485 0.283 2.389 -0.042 -0.069 -0.078 -0.1363
C 0.548 1.618 2.760 0.097 -0.065 -0.095 -0.2081
C 1.680 2.113 3.394 -0.001 0.041 0.026 -0.2193
C 2.750 1.272 3.662 0.001 0.016 0.043 -0.2269
C 2.682 -0.067 3.307 -0.020 -0.015 -0.023 -0.2190
C 3.126 -1.679 0.163 0.001 0.057 0.040 -0.6417
C 3.378 -1.749 -1.313 0.007 -0.016 0.011 -0.0507
C 3.244 -0.611 -2.100 -0.056 -0.005 -0.020 -0.1856
C 3.433 -0.678 -3.473 -0.007 0.008 0.011 -0.2053
C 3.756 -1.885 -4.074 0.002 -0.010 0.003 -0.2187
C 3.884 -3.028 -3.296 -0.002 0.007 -0.011 -0.2306
C 3.693 -2.959 -1.925 0.045 0.015 0.025 -0.1553
H 2.265 -2.618 2.762 0.006 0.011 -0.007 0.2171
H 0.502 -2.429 2.641 -0.031 -0.095 -0.037 0.2667
H -0.384 -0.099 1.861 0.148 0.070 0.092 0.2435
H -0.282 2.271 2.534 -0.100 0.094 -0.101 0.2347
H 1.727 3.158 3.676 0.001 -0.011 -0.005 0.2068
H 3.633 1.654 4.160 -0.006 0.002 -0.016 0.2024
H 3.511 -0.731 3.534 -0.005 0.006 -0.007 0.1969
H 3.868 -2.238 0.738 -0.029 -0.031 -0.002 0.2233
H 3.090 -0.648 0.515 0.041 0.019 0.012 0.2467
H 2.963 0.326 -1.634 0.000 0.005 -0.001 0.2236
H 3.314 0.215 -4.074 0.000 -0.001 0.001 0.2124
H 3.897 -1.939 -5.146 0.002 0.000 0.001 0.2074
H 4.126 -3.977 -3.759 0.000 0.001 0.000 0.2068
H 3.782 -3.855 -1.321 0.001 0.000 -0.001 0.1975
Cl -2.431 -0.589 -2.696 -0.118 0.117 -0.095 0.0038
C -4.084 -1.298 -2.838 0.051 -0.084 0.037 -0.4751
C -4.454 -2.192 -1.641 -0.044 -0.040 -0.028 0.7628
O -5.336 -3.008 -1.872 0.009 -0.015 0.017 -0.6688
O -3.857 -2.002 -0.529 0.220 -0.014 0.063 -0.7286
H -4.110 -1.880 -3.753 -0.002 -0.005 0.004 0.2281
H -4.776 -0.462 -2.895 0.009 0.010 -0.015 0.2313
C 0.015 1.534 -1.474 0.022 -0.071 0.021 -0.6430
C -1.008 2.276 -0.683 -0.127 -0.046 -0.126 0.1107
C -1.007 3.624 -0.398 0.045 -0.031 0.076 -0.3432
C -2.203 3.897 0.307 -0.055 0.003 -0.036 -0.3543
C -2.897 2.708 0.393 0.066 -0.003 0.045 0.0962
C -4.298 2.538 0.893 0.007 -0.004 -0.011 -0.6326
N -2.163 1.704 -0.202 0.100 -0.017 0.414 -0.5358
H 0.767 2.244 -1.826 0.007 -0.044 0.013 0.1999
H -0.422 1.050 -2.352 0.059 0.062 -0.001 0.1992
H 0.504 0.752 -0.898 0.045 -0.133 0.086 0.2367
H -0.231 4.321 -0.680 0.011 -0.009 0.019 0.1942
H -2.554 4.854 0.666 -0.003 0.002 0.002 0.1952
H -4.478 3.192 1.748 -0.010 0.016 -0.003 0.2040
H -4.512 1.515 1.189 -0.013 0.059 0.010 0.2218
H -5.025 2.801 0.117 -0.004 -0.017 -0.001 0.2008
```
Positions in Å, forces in eV/Å.

As for the total charge: -1. For the HOMO-LUMO gap, the calculation gives 6.4229 eV. The calculation puts the lowest unoccupied orbital energy at 2.3 eV. The energy above the lowest of the compared OMol25 structures with the same formula, charge and spin comes out at 0.000 eV.